1.
Entry from the Open Molecules 2025 dataset: C4H2F4O5S2 as an isolated structure (ωB97M-V with the def2-TZVPD basis set).

Each line ends with the natural charge from an NBO analysis.
Positions of all 17 atoms, in Å:
1 C 1.499 1.035 -0.650  0.12
2 C -0.234 1.756 0.936  0.02
3 C 1.588 -0.306 -0.599  0.04
4 C -1.258 0.915 0.831  0.19
5 O -0.346 -1.353 1.013  -0.92
6 O 0.925 -2.988 -0.364  -0.80
7 O -0.652 -0.906 -1.367  -0.92
8 O -2.783 -1.345 0.068  -0.82
9 O 0.842 1.948 0.119  -0.46
10 F 2.269 -0.912 -1.565  -0.30
11 F -2.310 1.172 1.566  -0.29
12 F 1.838 -1.591 1.415  -0.51
13 F -2.472 0.576 -1.402  -0.51
14 S 0.764 -1.686 0.165  2.37
15 S -1.699 -0.570 -0.439  2.30
16 H 2.091 1.692 -1.348  0.24
17 H -0.060 2.563 1.623  0.24

Values from the calculation:
HOMO level: -9.997 eV
E_LUMO: -0.432 eV
orbital gap: 0.35149 Ha
net charge: 0

---

2.
Entry from the Open Molecules 2025 dataset: C33H28IInN5O2 as an isolated structure (ωB97M-V with the def2-TZVPD basis set).

Each line ends with the natural charge from an NBO analysis.
Positions of all 70 atoms, in Å:
1 In 0.297 0.354 0.198  1.77
2 C -1.663 2.921 0.864  -0.27
3 N -1.683 1.485 1.166  -0.47
4 C -1.716 1.280 2.620  -0.26
5 C -1.012 0.029 3.078  0.21
6 C -1.430 -0.658 4.203  -0.24
7 C -0.661 -1.718 4.660  -0.12
8 C 0.498 -2.054 3.980  -0.23
9 C 0.839 -1.336 2.847  0.07
10 N 0.090 -0.315 2.409  -0.54
11 C -2.796 0.824 0.475  -0.28
12 C -2.634 0.967 -1.021  0.23
13 C -3.727 0.953 -1.871  -0.24
14 C -3.509 1.006 -3.239  -0.12
15 C -2.208 1.083 -3.713  -0.24
16 C -1.174 1.117 -2.796  0.07
17 N -1.382 1.067 -1.478  -0.52
18 C -0.264 3.477 0.834  0.22
19 C -0.051 4.820 1.091  -0.24
20 C 1.231 5.333 0.986  -0.11
21 C 2.261 4.477 0.636  -0.24
22 C 1.975 3.145 0.409  0.08
23 N 0.731 2.647 0.500  -0.53
24 H -2.267 3.477 1.587  0.22
25 H -2.111 3.093 -0.114  0.24
26 H -2.744 1.299 2.995  0.21
27 H -1.192 2.123 3.079  0.23
28 H -2.336 -0.363 4.713  0.23
29 H -0.965 -2.273 5.537  0.24
30 H 1.131 -2.865 4.308  0.24
31 H 1.726 -1.560 2.261  0.27
32 H -3.762 1.236 0.787  0.21
33 H -2.788 -0.240 0.734  0.25
34 H -4.728 0.888 -1.467  0.24
35 H -4.344 0.985 -3.926  0.24
36 H -1.995 1.121 -4.772  0.25
37 H -0.142 1.181 -3.118  0.22
38 H -0.884 5.450 1.371  0.23
39 H 1.420 6.380 1.181  0.24
40 H 3.280 4.825 0.547  0.24
41 H 2.741 2.429 0.155  0.26
42 I 7.682 -0.725 -4.551  0.18
43 C 6.215 -0.676 -3.072  -0.13
44 C 5.316 0.381 -3.036  -0.28
45 C 4.341 0.408 -2.052  -0.11
46 C 4.260 -0.610 -1.108  -0.20
47 C 5.169 -1.662 -1.157  -0.14
48 C 6.147 -1.700 -2.136  -0.25
49 C 3.205 -0.612 -0.043  0.81
50 O 3.132 -1.527 0.763  -0.66
51 O 2.404 0.421 -0.047  -0.89
52 H 5.378 1.175 -3.767  0.23
53 H 3.633 1.225 -2.016  0.21
54 H 5.097 -2.448 -0.417  0.24
55 H 6.852 -2.519 -2.171  0.23
56 C 0.173 -1.701 -0.532  -0.96
57 C -1.080 -2.517 -0.538  0.10
58 C -2.182 -2.217 -1.341  -0.27
59 C -3.330 -2.988 -1.314  -0.15
60 C -3.405 -4.092 -0.470  -0.19
61 C -2.307 -4.431 0.316  -0.15
62 C -1.163 -3.654 0.271  -0.24
63 C -4.607 -4.879 -0.421  0.27
64 N -5.574 -5.497 -0.372  -0.29
65 H 0.675 -1.731 -1.503  0.25
66 H 0.880 -2.143 0.170  0.24
67 H -2.125 -1.396 -2.041  0.20
68 H -4.171 -2.744 -1.951  0.23
69 H -2.354 -5.304 0.953  0.23
70 H -0.312 -3.929 0.882  0.22

Values from the calculation:
HOMO level: -10.536 eV
E_LUMO: -2.775 eV
orbital gap: 0.28521 Ha
net charge: +1